88
Properties=species:S:1:pos:R:3:forces:R:3:mulliken_charge:R:1 method="wB97M-V/def2-TZVPD" e_tot_ha=-4349.25733 homo_lumo_gap_ev=7.73 homo_energy_ev=-5.781 largest_force_ev_per_a=5.23 charge=-1
C 0.97038 -4.89807 -0.41694 0.56 -1.04 0.40 -0.823
C 2.40869 -4.41665 -0.83863 -0.55 0.42 -0.59 -0.545
B 2.59734 -2.83625 -0.90699 0.41 -0.72 -1.75 0.217
O 2.99659 -2.24326 -2.14100 -0.36 -0.78 1.83 -0.474
S 2.38195 -1.64291 0.53749 -0.98 4.88 1.62 0.997
O 3.64217 -1.45732 1.32828 -1.26 -1.59 -1.13 -0.700
O 2.04228 -0.30797 -0.09124 0.08 -2.67 0.37 -0.671
N 1.04190 -2.09872 1.43728 3.01 -0.58 0.59 -0.499
S 1.43684 -2.40855 3.03916 -3.73 1.66 2.39 1.265
O 0.22421 -3.05144 3.65321 2.08 0.23 -1.87 -0.787
O 1.73151 -1.16783 3.82824 0.72 -2.13 -2.05 -0.688
C 2.78744 -3.64093 3.21654 0.85 0.52 0.53 -0.801
C 2.59609 -4.41997 4.55958 0.73 -0.05 -0.29 0.156
C 3.85747 -5.27698 4.92685 -0.60 0.51 -0.68 -1.211
O 2.36248 -3.54038 5.64892 -0.76 -0.54 -0.12 -0.509
H 0.37912 -5.33116 -1.25358 1.31 0.60 0.62 0.305
H 1.10987 -5.73311 0.30385 -0.32 0.54 -0.29 0.262
H 0.34695 -4.13292 0.06969 0.50 -0.22 -0.16 0.365
H 3.20184 -4.86994 -0.20837 -0.44 0.28 -0.09 0.371
H 2.58575 -4.79033 -1.87184 0.12 0.25 0.60 0.182
H 3.95593 -2.19339 -2.10720 0.27 0.37 -0.32 0.301
H 2.85970 -4.30127 2.33309 -0.40 0.25 0.42 0.209
H 3.72971 -3.05302 3.24872 -0.58 -0.23 -0.05 0.417
H 1.71400 -5.06908 4.41507 0.28 0.45 0.45 0.378
H 4.56404 -4.63251 5.48305 -0.20 -0.33 -0.33 0.340
H 4.34796 -5.61462 3.99482 -0.12 -0.22 0.59 0.313
H 3.54529 -6.10516 5.58321 0.31 0.21 -0.37 0.315
H 3.18111 -3.09639 5.86997 0.20 0.21 -0.14 0.354
C -4.58172 -4.60747 -1.12103 0.01 0.00 -0.11 -0.564
C -4.59569 -5.97932 -1.80458 -0.11 -0.01 0.02 -0.595
C -3.16083 -6.28571 -2.24639 -0.41 -0.25 -0.28 -0.781
S -2.09017 -5.40906 -1.10640 -0.45 -0.01 0.28 1.278
O -1.39190 -4.38628 -1.84487 -0.42 -0.15 -0.16 -0.646
O -1.41413 -6.36786 -0.26651 -0.14 0.07 -0.26 -0.691
C -3.39297 -4.63108 -0.16698 -0.37 0.22 0.10 -0.771
H -5.51410 -4.40876 -0.59240 0.03 0.01 -0.01 0.356
H -4.44424 -3.82308 -1.86997 0.01 0.00 0.05 0.296
H -4.93166 -6.73734 -1.09215 0.03 0.03 -0.01 0.286
H -5.28103 -6.00147 -2.65264 0.03 -0.02 0.02 0.318
H -2.93998 -7.35018 -2.19800 0.17 0.08 0.01 0.364
H -2.96146 -5.91024 -3.24942 0.10 0.05 0.08 0.356
H -3.07485 -3.64051 0.15280 0.19 -0.09 0.01 0.395
H -3.59624 -5.25892 0.70102 0.10 0.00 -0.01 0.373
C 3.78372 2.39223 0.39323 0.04 -0.06 0.07 -0.435
C 2.98017 2.21994 1.68248 -0.18 0.03 0.01 0.381
C 3.91785 2.52906 2.85342 -0.32 -0.32 0.10 -0.721
S 5.13441 3.68481 2.22826 -0.44 -0.06 -0.12 1.179
O 6.43297 3.04749 2.24101 0.09 0.30 0.14 -0.678
O 4.92117 4.98423 2.82978 0.41 -0.06 0.07 -0.701
C 4.53288 3.71234 0.54736 -0.14 -0.06 -0.41 -0.791
H 3.14107 2.39708 -0.48678 0.02 -0.03 0.03 0.328
H 4.49294 1.56733 0.28827 -0.07 -0.01 -0.03 0.267
H 2.14250 2.91997 1.68702 0.14 0.09 -0.01 -0.076
H 2.56464 1.22115 1.75976 0.08 -0.17 0.05 -0.240
H 3.38802 2.98388 3.68797 0.18 0.06 0.03 0.414
H 4.44367 1.63636 3.19087 0.07 0.06 -0.05 0.328
H 5.36999 3.81804 -0.14102 0.09 0.07 0.16 0.449
H 3.85606 4.56253 0.45082 0.02 -0.01 0.09 0.321
C -2.63709 3.17419 0.77963 -0.02 -0.11 -0.11 -0.505
C -1.66456 1.98952 0.83155 -0.06 0.04 0.14 -0.771
C -0.48723 2.32148 -0.08947 -0.01 -0.39 0.08 0.112
S -0.36064 4.10907 -0.11215 0.02 -0.52 0.30 0.977
O -0.65978 4.57911 -1.44706 0.15 0.27 -0.04 -0.589
O 0.83696 4.51167 0.58700 -0.05 0.37 -0.41 -0.645
C -1.77673 4.42408 0.92961 -0.43 0.04 0.16 -0.725
H -3.39263 3.11302 1.56349 0.02 0.02 -0.02 0.363
H -3.15170 3.18838 -0.18563 0.00 0.05 0.03 0.222
H -1.30477 1.85680 1.85474 0.01 -0.02 -0.05 0.298
H -2.14522 1.05890 0.53206 0.08 0.01 0.01 0.366
H 0.44771 1.89800 0.27828 0.04 0.03 -0.16 -0.284
H -0.66829 1.98591 -1.10966 0.07 0.11 -0.01 0.398
H -2.27699 5.33571 0.60728 0.16 0.04 -0.05 0.397
H -1.41707 4.53485 1.95316 0.08 0.01 -0.06 0.335
C -3.91444 7.11070 -3.52016 0.07 -0.02 0.07 -0.478
C -2.63595 6.82440 -4.31302 0.04 0.13 -0.02 -0.663
C -2.62632 5.32931 -4.64312 0.46 0.15 0.09 -0.362
S -4.34271 4.82106 -4.71767 0.08 0.07 -0.15 1.140
O -4.59975 3.89435 -3.64113 -0.10 -0.02 -0.26 -0.632
O -4.69644 4.51837 -6.08556 -0.08 -0.21 0.26 -0.694
C -5.03647 6.40688 -4.27501 -0.09 0.39 0.21 -0.734
H -4.10366 8.18060 -3.42874 -0.01 -0.03 0.01 0.332
H -3.82425 6.69616 -2.51272 -0.02 0.01 -0.03 0.225
H -2.64398 7.40653 -5.23874 -0.03 -0.02 0.03 0.317
H -1.74318 7.10807 -3.75585 -0.02 -0.07 -0.01 0.337
H -2.15205 5.12916 -5.60156 -0.12 -0.16 0.02 0.355
H -2.13739 4.75058 -3.85875 -0.10 -0.03 0.01 0.117
H -5.93467 6.26195 -3.67788 0.00 -0.16 -0.09 0.404
H -5.28037 6.93212 -5.19913 0.00 -0.08 -0.01 0.349